Entry a
10
Properties=species:S:1:pos:R:3 method="wB97M-V/def2-TZVPD" total_charge=-1 smiles="C=CC(=O)C([O-])=S" e_homo_ha=-0.1372
C 0.44 -0.07 -0.36
C -0.44 0.61 0.39
C -0.18 2.18 0.36
O 0.98 2.62 0.27
C -1.44 2.96 0.43
O -1.97 3.57 1.37
S -2.06 2.93 -1.15
H 0.50 -1.22 -0.17
H 1.23 0.50 -0.93
H -1.28 0.13 0.92

Entry b
10
Properties=species:S:1:pos:R:3 method="wB97M-V/def2-TZVPD" total_charge=-1 smiles="C=C=C([O-])OC=S" e_homo_ha=-0.1298
C 1.93 -0.36 -0.32
C 0.92 0.18 0.27
C -0.14 1.07 -0.01
O -0.45 2.17 0.47
O -1.32 0.39 -0.68
C -1.65 -0.46 0.28
S -2.71 -1.67 -0.09
H 2.20 -0.15 -1.45
H 2.58 -0.95 0.24
H -1.36 -0.22 1.30

Relative energies, in kJ/mol, with the most stable structure set to zero: entry a 0.0; entry b 170.9.

Entry a
70
Properties=species:S:1:pos:R:3 method="wB97M-V/def2-TZVPD" total_charge=0 multiplicity=4 s_squared=3.7897 e_homo_ha="-0.2877 / -0.2891"
Mo -0.21 -0.12 0.29
C 0.64 3.75 -3.87
S 1.18 2.02 -4.00
C 0.28 1.21 -2.72
S -0.15 2.20 -1.36
N 0.16 -0.06 -2.92
N -0.39 -0.73 -1.84
C -1.01 -1.80 -2.17
C -1.78 -2.47 -1.13
C -2.52 -3.62 -1.36
C -3.30 -4.11 -0.34
C -3.33 -3.43 0.87
C -2.56 -2.29 1.02
N -1.79 -1.82 0.04
H 1.18 4.26 -4.66
H 0.92 4.19 -2.91
H -0.43 3.83 -4.05
H -1.02 -2.13 -3.20
H -2.47 -4.10 -2.33
H -3.88 -5.01 -0.48
H -3.94 -3.77 1.69
H -2.53 -1.75 1.95
C -2.18 1.09 2.74
Si -0.96 -0.14 3.45
C 0.21 0.72 4.60
C -1.98 -1.46 4.36
N -0.14 -0.96 2.08
C 0.66 -2.08 2.34
C 1.02 -2.49 3.64
C 1.81 -3.60 3.86
C 2.29 -4.36 2.80
C 1.98 -3.98 1.51
C 1.19 -2.87 1.32
F 0.92 -2.50 0.03
H -2.90 1.29 3.54
H -2.75 0.72 1.89
H -1.73 2.05 2.49
H -0.20 1.70 4.84
H 1.19 0.88 4.14
H 0.35 0.17 5.54
H -1.78 -1.43 5.43
H -1.77 -2.47 4.02
H -3.05 -1.27 4.24
H 0.69 -1.90 4.48
H 2.06 -3.87 4.88
H 2.91 -5.23 2.98
H 2.34 -4.52 0.64
F 0.78 1.30 1.09
Sb 0.77 3.98 2.10
F 3.04 1.73 3.48
F -0.86 4.18 3.27
F 0.94 5.89 2.08
F -0.63 3.83 0.72
F 1.96 4.03 0.41
C 4.65 1.77 -2.54
N 4.46 1.97 -1.12
C 4.92 3.00 -0.40
C 4.49 2.79 0.91
N 3.78 1.68 0.99
C 3.71 1.16 -0.26
S 2.91 -0.20 -0.76
H 5.54 2.30 -2.85
H 3.78 2.14 -3.09
H 4.76 0.70 -2.74
H 5.50 3.80 -0.84
H 4.66 3.43 1.77
H 3.14 1.61 2.55
C -1.49 1.34 -0.49
H -2.29 1.03 -1.17
H -1.83 2.08 0.23

Entry b
70
Properties=species:S:1:pos:R:3 method="wB97M-V/def2-TZVPD" total_charge=0 multiplicity=4 s_squared=3.7787 e_homo_ha="-0.2745 / -0.2908"
Mo -1.16 0.48 0.41
C -5.65 2.30 -1.62
S -5.62 2.24 0.19
C -4.13 1.41 0.52
S -3.21 0.68 -0.76
N -3.82 1.34 1.78
N -2.66 0.67 1.98
C -2.31 0.40 3.19
C -1.10 -0.37 3.32
C -0.66 -0.88 4.53
C 0.43 -1.73 4.53
C 1.03 -2.07 3.32
C 0.54 -1.51 2.16
N -0.47 -0.64 2.16
H -6.52 2.90 -1.86
H -5.76 1.31 -2.04
H -4.76 2.78 -2.00
H -2.93 0.70 4.03
H -1.19 -0.64 5.44
H 0.80 -2.15 5.46
H 1.86 -2.76 3.27
H 0.94 -1.76 1.19
C 1.98 -0.95 -1.08
Si 0.33 -1.63 -1.72
C 0.51 -3.51 -1.83
C 0.17 -0.90 -3.43
N -1.01 -1.35 -0.59
C -2.10 -2.23 -0.72
C -2.58 -2.66 -1.96
C -3.66 -3.52 -2.09
C -4.33 -3.98 -0.97
C -3.90 -3.57 0.28
C -2.81 -2.73 0.38
F -2.42 -2.38 1.63
H 2.75 -1.71 -1.26
H 1.99 -0.67 -0.02
H 2.18 -0.05 -1.67
H 0.28 -3.88 -2.83
H -0.15 -4.03 -1.13
H 1.54 -3.81 -1.61
H 0.97 -1.30 -4.06
H 0.30 0.19 -3.39
H -0.77 -1.11 -3.94
H -2.09 -2.30 -2.86
H -3.98 -3.81 -3.08
H -5.18 -4.64 -1.06
H -4.38 -3.90 1.19
F 0.05 1.02 -0.98
Sb 1.13 3.45 -2.03
F -1.06 2.35 0.90
F -0.21 3.23 -3.48
F 2.16 4.71 -3.05
F 2.01 1.94 -2.87
F 2.83 3.25 -0.79
C 4.52 3.87 1.62
N 4.86 2.71 0.82
C 5.60 2.75 -0.33
C 5.42 1.58 -0.98
N 4.56 0.84 -0.21
C 4.21 1.54 0.87
S 3.10 1.02 2.12
H 5.34 4.58 1.57
H 4.35 3.57 2.65
H 3.62 4.32 1.21
H 6.15 3.63 -0.62
H 5.78 1.23 -1.93
H 4.10 -0.01 -0.49
C 1.65 1.81 1.63
H 0.90 2.06 2.36
H 1.66 2.21 0.63

Relative energies, in kJ/mol, with the most stable structure set to zero: entry a 107.6; entry b 0.0.

Entry a
19
Properties=species:S:1:pos:R:3 method="wB97M-V/def2-TZVPD" total_charge=+1 e_homo_ha="-0.4447 / -0.4446"
C 0.00 0.27 -1.82
C 0.27 -0.18 0.65
C -2.18 1.09 -2.36
C 2.10 -0.47 2.48
N -0.97 -0.50 0.50
N -1.78 -0.23 -0.46
N -1.26 0.38 -1.51
N 0.89 -0.90 1.94
H 0.22 0.67 -2.79
H 0.68 -0.46 -1.31
H 0.80 0.70 0.24
H -1.61 1.92 -2.82
H -2.34 0.29 -3.14
H -3.22 1.47 -1.94
H 1.91 0.41 3.12
H 2.56 -1.37 3.11
H 2.77 -0.16 1.74
H 0.08 -0.95 2.56
H 1.07 -2.00 1.80

Entry b
19
Properties=species:S:1:pos:R:3 method="wB97M-V/def2-TZVPD" total_charge=+1 e_homo_ha=-0.4814
C 0.98 0.61 -0.22
C -2.48 -1.07 -0.18
C -2.77 -0.03 0.61
C 2.47 -1.21 0.14
N -0.02 1.13 -0.50
N 2.12 0.17 0.11
N -2.53 1.33 0.06
N 3.06 1.19 -0.05
H -2.90 -2.05 0.05
H -1.93 -0.87 -1.06
H -3.37 0.22 1.45
H 1.60 -1.69 -0.35
H 3.46 -1.30 -0.43
H 2.47 -1.43 1.23
H -1.40 1.66 -0.03
H -3.16 2.01 0.46
H -2.76 1.29 -0.90
H 3.40 1.34 -1.07
H 3.84 1.27 0.57

Entry c
19
Properties=species:S:1:pos:R:3 method="wB97M-V/def2-TZVPD" total_charge=+1 e_homo_ha=-0.4837
C -1.99 0.38 0.08
C -2.49 -1.85 0.15
C -0.27 -1.20 -0.40
C -2.19 1.88 0.03
N -2.81 -0.59 0.08
N -0.66 0.04 -0.19
N 0.95 -1.54 -0.21
N 2.86 0.32 0.26
H -3.14 -2.43 -0.41
H -2.08 -2.22 0.99
H -1.88 2.11 1.06
H -3.24 2.02 -0.39
H -1.55 2.19 -0.67
H -0.03 0.76 -0.19
H 1.66 -0.83 0.01
H 1.24 -2.46 -0.60
H 3.62 -0.36 -0.04
H 2.95 0.67 1.15
H 3.01 1.16 -0.35

Relative energies, in kJ/mol, with the most stable structure set to zero: entry a 292.3; entry b 87.6; entry c 0.0.

Entry a
27
Properties=species:S:1:pos:R:3 method="wB97M-V/def2-TZVPD" total_charge=0 e_homo_ha="-0.2459 / -0.3249"
C -2.04 3.59 0.41
C -1.09 3.79 -0.57
C -1.98 2.34 1.11
C -0.16 2.81 -0.95
C -1.02 1.38 0.82
C -0.06 1.57 -0.22
C 1.91 -1.59 -0.39
C 1.16 -0.63 0.19
C 1.34 -3.47 1.21
C 2.14 -3.00 0.05
C 0.91 0.57 -0.57
N -1.10 -0.90 -1.91
P -2.40 -0.51 -1.34
H -2.77 4.45 0.41
H -1.49 4.60 -1.20
H -2.66 2.17 1.99
H 0.47 2.86 -1.74
H -0.95 0.54 1.51
H 2.41 -1.34 -1.31
H 0.57 -0.81 1.00
H 0.34 -3.65 0.87
H 1.37 -2.69 2.09
H 1.47 -4.47 1.57
H 3.22 -3.04 0.27
H 1.92 -3.59 -0.83
H 1.52 0.70 -1.51
H -3.02 -1.72 -0.95

Entry b
27
Properties=species:S:1:pos:R:3 method="wB97M-V/def2-TZVPD" total_charge=0 smiles="[H]/P=N/[C@H](/C=C/CC)c1ccccc1" e_homo_ha=-0.3213
H -2.96 1.10 -2.61
P -2.10 0.18 -1.78
N -1.23 1.29 -1.16
C 0.01 0.77 -0.16
C 0.41 -0.61 -0.54
C 1.47 -0.83 -1.32
C 1.61 -2.15 -2.05
C 1.13 -1.68 -3.39
C -0.38 0.93 1.26
C 0.29 0.18 2.17
C 0.11 0.42 3.50
C -0.91 1.32 3.81
C -1.74 1.98 2.90
C -1.50 1.68 1.57
H 0.73 1.46 -0.43
H -0.21 -1.49 -0.27
H 2.30 -0.08 -1.49
H 0.98 -2.90 -1.56
H 2.64 -2.41 -2.22
H 0.16 -1.29 -3.51
H 1.48 -2.45 -4.11
H 1.90 -0.92 -3.42
H 1.03 -0.54 1.87
H 0.71 -0.11 4.11
H -1.11 1.58 4.90
H -2.56 2.50 3.15
H -2.24 2.05 0.75

Relative energies, in kJ/mol, with the most stable structure set to zero: entry a 149.7; entry b 0.0.

Entry a
8
Properties=species:S:1:pos:R:3 method="wB97M-V/def2-TZVPD" total_charge=0 e_homo_ha=-0.3062
C 0.96 0.15 0.07
C -1.25 0.17 -0.27
N 1.60 -0.86 0.23
F -1.83 -0.26 0.91
F -1.51 -0.79 -1.09
H 0.92 1.19 0.17
H -1.45 1.17 -0.44
H 2.56 -0.77 0.42

Entry b
8
Properties=species:S:1:pos:R:3 method="wB97M-V/def2-TZVPD" total_charge=0 e_homo_ha="-0.4272 / -0.3487"
C 0.29 0.66 -0.45
C -0.21 -0.17 0.62
N 0.57 -0.76 -0.24
F -2.48 -0.72 -0.24
F 2.00 -1.33 0.02
H -0.41 0.93 -1.22
H 0.83 1.54 -0.16
H -0.59 -0.14 1.67

Relative energies, in kJ/mol, with the most stable structure set to zero: entry a 0.0; entry b 402.5.

Entry a
59
Properties=species:S:1:pos:R:3 method="wB97M-V/def2-TZVPD" total_charge=+1 multiplicity=2 s_squared=0.9719 e_homo_ha="-0.4156 / -0.4013"
Re 0.00 0.28 -0.44
C 3.66 -0.82 1.65
C 3.74 0.11 2.67
C 2.73 1.05 2.81
C 1.66 1.02 1.93
N 1.60 0.13 0.93
C 2.59 -0.77 0.79
C 0.53 1.96 1.99
C 0.23 2.75 3.08
C -0.93 3.51 3.05
C -1.75 3.46 1.94
C -1.39 2.66 0.88
N -0.27 1.92 0.90
H 4.42 -1.57 1.51
H 4.58 0.12 3.35
H 2.76 1.79 3.59
H 2.49 -1.46 -0.03
H 0.87 2.74 3.95
H -1.19 4.12 3.91
H -2.66 4.03 1.88
H -1.98 2.59 -0.02
S 2.89 -0.48 -3.77
C 3.54 0.81 -2.85
C 2.76 1.13 -1.78
C 1.58 0.32 -1.71
C 1.55 -0.60 -2.73
C 0.38 -1.43 -2.87
C 0.06 -2.26 -3.93
C -1.19 -2.86 -3.96
C -2.09 -2.62 -2.93
C -1.71 -1.80 -1.89
N -0.49 -1.24 -1.85
H 4.46 1.27 -3.16
H 3.00 1.92 -1.09
H 0.77 -2.40 -4.73
H -1.47 -3.49 -4.79
H -3.08 -3.06 -2.93
H -2.37 -1.58 -1.07
F -3.44 -2.04 0.78
C -2.83 -1.93 1.97
F -3.10 -3.03 2.67
F -3.36 -0.88 2.59
C -1.30 -1.71 1.76
O -1.18 -0.68 0.88
C -0.64 -3.04 1.27
F 0.55 -2.78 0.70
F -1.38 -3.67 0.36
F -0.43 -3.89 2.27
C -0.67 -1.36 3.16
F 0.67 -1.50 3.12
F -1.13 -2.10 4.15
F -0.92 -0.08 3.45
F -3.07 2.67 -3.74
C -1.90 3.01 -3.20
F -1.24 3.79 -4.05
F -2.15 3.73 -2.09
C -1.08 1.73 -2.90
O -0.51 1.18 -3.80
O -1.18 1.35 -1.63

Entry b
59
Properties=species:S:1:pos:R:3 method="wB97M-V/def2-TZVPD" total_charge=+1 multiplicity=2 s_squared=0.7625 e_homo_ha="-0.4200 / -0.4242"
Re -0.04 -0.33 0.10
C 2.09 -4.08 1.12
C 2.88 -4.29 0.00
C 2.74 -3.43 -1.07
C 1.85 -2.36 -0.98
N 1.11 -2.12 0.13
C 1.23 -2.99 1.15
C 1.64 -1.45 -2.12
C 1.79 -1.86 -3.44
C 1.45 -0.98 -4.46
C 1.03 0.30 -4.12
C 0.94 0.64 -2.77
N 1.22 -0.22 -1.81
H 2.16 -4.73 1.98
H 3.58 -5.11 -0.04
H 3.34 -3.54 -1.96
H 0.61 -2.80 2.01
H 2.10 -2.86 -3.68
H 1.48 -1.30 -5.49
H 0.74 1.01 -4.87
H 0.62 1.63 -2.47
S -1.42 -0.70 4.42
C -2.60 -1.48 3.45
C -2.27 -1.51 2.12
C -1.04 -0.86 1.85
C -0.45 -0.39 3.03
C 0.76 0.36 2.94
C 1.44 0.94 4.00
C 2.55 1.73 3.75
C 2.94 1.94 2.43
C 2.23 1.32 1.42
N 1.18 0.53 1.65
H -3.50 -1.86 3.90
H -2.91 -1.92 1.36
H 1.09 0.78 5.01
H 3.10 2.17 4.56
H 3.77 2.58 2.20
H 2.51 1.46 0.38
F -0.69 2.74 2.29
C -1.81 2.68 1.56
F -2.57 3.72 1.89
F -2.44 1.58 1.95
C -1.46 2.64 0.05
O -0.81 1.52 -0.31
C -0.52 3.84 -0.28
F -0.28 3.88 -1.59
F 0.67 3.65 0.30
F -0.97 5.03 0.10
C -2.76 2.79 -0.80
F -3.16 4.06 -0.90
F -3.76 2.09 -0.29
F -2.52 2.34 -2.03
F -3.53 0.15 -3.44
C -2.86 -0.95 -3.12
F -3.61 -2.00 -3.45
F -1.76 -0.99 -3.89
C -2.50 -0.98 -1.58
O -3.36 -0.84 -0.76
O -1.25 -1.18 -1.39

Relative energies, in kJ/mol, with the most stable structure set to zero: entry a 0.0; entry b 63.0.

Entry a
22
Properties=species:S:1:pos:R:3 method="wB97M-V/def2-TZVPD" total_charge=+1 e_homo_ha=-0.5114
Li 0.12 -0.53 -0.25
O -0.16 -1.15 1.79
H -0.02 -0.45 2.44
H -0.80 -1.74 2.10
O 1.71 -1.79 -0.66
H 1.71 -2.54 -1.28
H 2.43 -1.21 -0.98
O -1.50 -1.81 -0.98
H -1.56 -2.61 -0.48
H -1.07 -2.01 -1.85
O 1.77 0.84 0.63
H 1.49 1.72 0.57
H 2.02 0.71 1.55
O 0.70 0.44 -2.13
H 1.37 1.04 -2.48
H 0.24 0.30 -2.98
O -1.16 2.00 2.33
H -2.05 2.27 2.51
H -1.13 1.59 1.41
O -1.23 1.38 -0.13
H -0.91 2.27 -0.46
H -1.97 1.27 -0.67

Entry b
22
Properties=species:S:1:pos:R:3 method="wB97M-V/def2-TZVPD" total_charge=+1 e_homo_ha=-0.5170
Li -0.10 0.24 0.30
O 0.16 -1.42 1.58
H 1.07 -1.67 1.76
H -0.35 -2.23 1.64
O 1.90 -0.26 -0.49
H 2.75 -0.72 -0.54
H 2.04 0.61 -0.89
O 0.72 1.58 1.70
H 1.63 1.79 1.94
H 0.19 2.30 2.05
O -2.21 1.13 1.30
H -2.37 1.89 1.87
H -2.94 0.54 1.50
O -1.43 -0.81 -0.89
H -1.54 -0.74 -1.85
H -2.26 -1.17 -0.56
O 0.72 -2.79 -2.04
H 0.51 -2.23 -1.28
H 1.29 -2.25 -2.60
O 0.04 1.81 -1.22
H 0.20 2.75 -1.11
H -0.03 1.66 -2.17

Relative energies, in kJ/mol, with the most stable structure set to zero: entry a 44.2; entry b 0.0.